{"formula": "C59H52AgBrIO6P", "method": "wB97M-V/def2-TZVPD", "species": ["Ag", "O", "C", "C", "C", "C", "C", "C", "C", "P", "C", "C", "C", "C", "C", "C", "C", "C", "C", "C", "C", "C", "H", "H", "H", "H", "H", "H", "H", "H", "H", "H", "H", "H", "H", "H", "C", "C", "C", "O", "C", "C", "O", "C", "O", "C", "C", "C", "C", "C", "C", "C", "C", "C", "C", "C", "C", "C", "O", "C", "C", "C", "C", "C", "C", "C", "C", "C", "C", "C", "C", "H", "H", "H", "H", "H", "H", "H", "H", "H", "H", "H", "H", "H", "H", "H", "H", "H", "H", "H", "H", "H", "H", "H", "H", "H", "H", "H", "H", "C", "C", "C", "O", "H", "H", "H", "H", "H", "H", "Br", "C", "C", "C", "C", "C", "C", "I", "H", "H", "H", "H"], "xyz": [[-0.23067, -0.01285, -0.07220], [0.95061, 1.09954, 2.22035], [0.86067, 1.25483, 1.04281], [1.33463, 2.55050, 0.38717], [1.99747, 3.39234, 1.27967], [2.46958, 4.63412, 0.89541], [2.27174, 5.05291, -0.40862], [1.62894, 4.21830, -1.30935], [1.15990, 2.95280, -0.95078], [0.30034, 1.89948, -2.20898], [0.14504, 3.04964, -3.65062], [-1.08708, 3.67202, -3.84281], [-1.30423, 4.51306, -4.92670], [-0.29029, 4.73161, -5.84742], [0.93716, 4.10251, -5.67918], [1.15173, 3.26841, -4.59168], [1.67227, 0.85587, -2.81335], [1.27728, -0.25427, -3.55826], [2.22449, -1.14572, -4.03525], [3.56966, -0.95133, -3.75210], [3.96893, 0.14663, -3.00365], [3.02332, 1.05286, -2.54254], [2.12369, 3.04356, 2.29549], [2.98074, 5.26747, 1.61029], [2.62272, 6.02488, -0.73523], [1.49280, 4.56146, -2.32554], [-1.89305, 3.48034, -3.14311], [-2.27184, 4.98281, -5.05767], [-0.45829, 5.37789, -6.70088], [1.72935, 4.25624, -6.40254], [2.10510, 2.76722, -4.47423], [0.22075, -0.44763, -3.70707], [1.90622, -2.02535, -4.58173], [4.30275, -1.68272, -4.06745], [5.01188, 0.26211, -2.73343], [3.33974, 1.88722, -1.92675], [-6.60692, 0.98274, -0.91165], [-5.69350, -0.21704, -0.70143], [-6.49060, -1.50879, -0.58955], [-4.93745, -0.05865, 0.48038], [-3.53518, -0.00218, 0.19693], [-3.42916, -0.11292, -1.33068], [-4.78148, -0.27739, -1.77814], [-2.54250, -1.26232, -1.89844], [-1.23879, -1.15146, -1.50217], [-3.13395, -2.62684, -1.50149], [-4.12564, -3.25912, -2.24852], [-4.62151, -4.49925, -1.87211], [-4.14019, -5.12348, -0.72841], [-3.14637, -4.50383, 0.01752], [-2.63524, -3.27291, -0.37541], [-2.49079, -1.16744, -3.43986], [-3.02806, -0.13349, -4.19597], [-2.78670, -0.05125, -5.56623], [-2.01802, -1.01000, -6.20301], [-1.48750, -2.05946, -5.45708], [-1.71995, -2.13090, -4.09548], [-2.93819, 1.30246, 0.79163], [-1.66861, 1.50721, 0.31613], [-3.80460, 2.50265, 0.35778], [-3.39750, 3.24578, -0.74464], [-4.14397, 4.32726, -1.19387], [-5.30498, 4.69666, -0.52795], [-5.70808, 3.97498, 0.58870], [-4.96625, 2.88602, 1.02421], [-2.94259, 1.25922, 2.33453], [-2.20035, 2.24381, 2.98621], [-2.16835, 2.32148, 4.36828], [-2.87647, 1.40115, 5.13523], [-3.59614, 0.40310, 4.49821], [-3.62869, 0.33148, 3.10791], [-7.23610, 1.14105, -0.03399], [-7.24329, 0.80134, -1.78010], [-6.00973, 1.87692, -1.08801], [-7.24022, -1.40182, 0.19765], [-5.82591, -2.33290, -0.34049], [-6.99263, -1.72819, -1.53352], [-3.02990, -0.84327, 0.68001], [-3.02176, 0.82093, -1.72858], [-4.51001, -2.77119, -3.13602], [-5.38912, -4.97757, -2.47062], [-4.52679, -6.09145, -0.42985], [-2.74957, -4.98827, 0.90257], [-1.83067, -2.80742, 0.17899], [-3.64486, 0.62204, -3.72776], [-3.20014, 0.77659, -6.13147], [-1.82250, -0.93933, -7.26663], [-0.87332, -2.81210, -5.93820], [-1.27050, -2.91983, -3.50411], [-2.45984, 2.96354, -1.20792], [-3.80687, 4.89266, -2.05598], [-5.88572, 5.54626, -0.86858], [-6.60831, 4.25982, 1.12183], [-5.29221, 2.32184, 1.88908], [-1.63443, 2.94130, 2.37980], [-1.58164, 3.09468, 4.85115], [-2.85024, 1.45350, 6.21771], [-4.13652, -0.33364, 5.08235], [-4.20415, -0.45135, 2.63241], [0.40379, -3.19796, 3.09280], [-0.34273, -1.88607, 3.08741], [-0.09868, -0.94272, 4.23119], [-1.09220, -1.61422, 2.17688], [0.87468, -3.41219, 4.05205], [1.17324, -3.12925, 2.31845], [-0.27530, -4.00341, 2.81242], [-0.45138, -1.40986, 5.15634], [-0.61229, -0.00202, 4.06229], [0.97454, -0.76764, 4.33089], [4.76311, -4.51184, -2.33020], [5.54784, -2.87082, -1.51464], [6.69717, -2.43598, -2.16618], [7.32133, -1.29855, -1.67167], [6.76999, -0.65748, -0.56390], [5.60717, -1.15284, 0.01709], [4.92942, -2.30261, -0.43653], [2.03986, -1.35929, -0.03818], [7.09269, -2.95933, -3.02902], [8.21949, -0.91974, -2.14788], [7.24351, 0.23727, -0.16730], [5.19017, -0.59683, 0.85748]], "atomic_forces_ev_per_a": [[-0.16, 0.01, -0.04], [-0.03, -0.01, 0.07], [0.10, -0.01, -0.11], [0.01, 0.00, 0.02], [0.01, 0.02, 0.00], [0.00, 0.00, 0.01], [0.00, 0.01, -0.01], [0.01, -0.02, -0.01], [-0.01, 0.01, 0.03], [0.08, -0.04, -0.11], [0.00, 0.07, 0.07], [-0.02, 0.02, 0.00], [0.00, -0.01, 0.03], [0.02, -0.01, -0.01], [-0.02, 0.02, -0.01], [-0.01, -0.03, 0.00], [-0.02, -0.01, -0.03], [-0.01, 0.00, 0.01], [0.01, 0.00, 0.00], [-0.02, -0.01, 0.01], [0.01, 0.01, 0.00], [0.02, 0.01, -0.01], [0.00, 0.00, 0.00], [0.00, 0.00, 0.00], [0.00, 0.00, 0.00], [0.00, 0.00, -0.01], [0.02, 0.00, -0.03], [0.00, 0.00, 0.00], [0.00, 0.00, 0.00], [0.00, 0.00, 0.00], [0.00, 0.01, 0.00], [0.02, 0.01, 0.00], [-0.01, 0.00, 0.00], [0.01, -0.01, 0.01], [-0.01, 0.00, 0.00], [0.00, 0.00, 0.00], [-0.01, 0.00, -0.09], [-0.02, 0.05, -0.05], [0.01, 0.00, -0.04], [0.02, -0.16, 0.03], [0.01, 0.00, 0.00], [-0.01, 0.00, -0.01], [-0.03, -0.07, 0.01], [-0.03, 0.15, -0.10], [-0.01, -0.30, 0.25], [0.01, 0.00, -0.02], [-0.03, 0.05, 0.03], [-0.02, 0.01, 0.01], [0.00, 0.00, 0.00], [0.01, 0.01, -0.01], [-0.01, 0.00, 0.03], [-0.03, 0.05, 0.01], [0.00, -0.01, -0.01], [0.00, 0.00, 0.00], [0.00, 0.00, 0.00], [-0.01, -0.01, 0.01], [-0.01, -0.01, -0.02], [0.06, 0.03, 0.00], [0.03, 0.12, -0.04], [-0.03, 0.02, 0.05], [0.01, 0.03, 0.03], [0.01, -0.03, 0.00], [-0.02, 0.00, 0.01], [0.05, 0.03, 0.04], [0.08, 0.07, 0.04], [0.06, 0.01, -0.06], [0.01, 0.00, 0.01], [-0.01, -0.01, 0.01], [0.02, 0.00, 0.00], [0.00, -0.01, -0.02], [-0.04, 0.01, 0.00], [0.00, 0.00, 0.00], [-0.01, 0.00, -0.01], [-0.07, -0.08, -0.03], [0.00, 0.00, -0.01], [0.03, -0.03, -0.01], [0.01, 0.00, 0.00], [-0.02, -0.02, 0.03], [0.01, -0.03, 0.01], [-0.01, 0.00, 0.00], [0.00, 0.00, 0.00], [0.00, 0.00, 0.00], [0.00, 0.00, 0.00], [0.01, 0.01, 0.00], [0.00, 0.00, 0.00], [0.00, 0.00, 0.00], [0.00, 0.00, 0.00], [0.00, 0.00, 0.00], [0.00, 0.00, 0.00], [-0.02, -0.01, 0.02], [-0.01, 0.00, -0.01], [0.00, 0.00, 0.00], [0.00, 0.00, 0.00], [0.00, 0.00, 0.00], [0.00, -0.01, -0.01], [0.00, 0.00, 0.00], [0.00, 0.00, 0.00], [0.00, 0.00, 0.00], [0.01, 0.00, 0.00], [-0.02, -0.01, -0.01], [0.05, -0.05, -0.08], [-0.01, 0.01, 0.02], [-0.14, -0.04, 0.07], [0.00, 0.00, 0.00], [0.02, 0.00, 0.02], [0.01, 0.01, -0.01], [0.01, 0.00, 0.00], [-0.01, 0.03, 0.00], [0.00, 0.01, -0.01], [0.00, 0.03, 0.00], [-0.01, -0.03, -0.02], [0.01, 0.01, 0.01], [0.00, -0.01, 0.00], [0.00, -0.01, 0.01], [0.01, 0.00, 0.00], [-0.01, 0.03, -0.01], [0.08, 0.11, 0.00], [0.00, 0.00, 0.00], [0.00, 0.00, 0.00], [0.00, 0.00, 0.00], [0.00, 0.00, -0.01]], "lowdin_charge": [0.810, -0.002, -0.484, -0.183, -0.031, -0.088, -0.089, -0.086, -0.291, 1.111, -0.360, -0.094, -0.096, -0.111, -0.093, -0.087, -0.447, -0.121, -0.077, -0.092, -0.092, -0.132, 0.112, 0.095, 0.096, 0.090, 0.075, 0.095, 0.090, 0.095, 0.103, 0.081, 0.101, 0.088, 0.093, 0.103, 0.014, -0.575, 0.014, -0.024, -0.143, -0.144, -0.012, -0.459, -0.314, -0.128, -0.048, -0.108, -0.120, -0.082, -0.010, -0.141, -0.024, -0.095, -0.117, -0.097, -0.044, -0.443, -0.284, -0.116, -0.021, -0.084, -0.117, -0.106, -0.042, -0.130, -0.025, -0.097, -0.127, -0.098, -0.029, 0.089, 0.086, 0.070, 0.084, 0.077, 0.088, 0.134, 0.131, 0.120, 0.090, 0.085, 0.093, 0.091, 0.106, 0.091, 0.087, 0.095, 0.131, 0.077, 0.089, 0.087, 0.094, 0.120, 0.123, 0.094, 0.087, 0.093, 0.112, -0.031, -0.504, -0.023, 0.013, 0.070, 0.026, 0.079, 0.086, 0.054, 0.088, 0.480, -0.720, -0.208, -0.156, -0.156, -0.224, -0.303, 0.617, 0.071, 0.078, 0.078, 0.055], "homo_lumo_gap_ev": 5.523, "lumo_ev": 4.0, "multiplicity": 1, "charge": -2}